<w>
2 unconnected molecules or ions with the total composition C3H10N2O, computed with ωB97M-V/def2-TZVPD.

As for the orbital gap: 10.248 eV. Its SMILES is C=NC.NCO. The HOMO energy comes out at -9.37 eV.

The geometry in ORCA input format:
```
! RIJCOSX wB97M-V def2-TZVPD def2/J DEFGRID3
* xyz 0 1
O -1.294 0.191 -0.962
H 0.183 -2.318 0.036
H -1.337 1.602 -2.425
H 0.734 0.934 2.526
H 1.337 -0.587 3.108
C 0.396 -1.871 1.005
C -0.691 1.303 -1.603
N 0.619 1.046 -2.176
H 0.584 -2.577 1.821
H -0.454 -0.267 3.043
C 0.508 -0.126 2.556
H -0.853 0.106 -0.094
H -0.649 2.152 -0.914
H 1.245 0.781 -1.419
N 0.424 -0.632 1.189
H 0.543 0.196 -2.727
*
```

=====

<x>
2 unconnected molecules or ions with the total composition C3H10N2O, computed with ωB97M-V/def2-TZVPD.

As for the orbital gap: 10.384 eV. Its SMILES is [H]/N=C/N.CCO. The HOMO energy comes out at -9.37 eV.

The geometry in ORCA input format:
```
! RIJCOSX wB97M-V def2-TZVPD def2/J DEFGRID3
* xyz 0 1
H -2.239 -2.286 1.067
C -0.468 -1.240 -1.334
C 1.551 2.340 1.058
H 0.024 -0.582 -0.626
C -1.807 -1.616 -0.739
N 0.325 2.319 1.384
H 0.055 3.206 1.788
O -1.519 -2.370 0.436
H -2.406 -0.736 -0.491
H 1.807 0.360 0.664
H -2.429 -2.221 -1.407
H 0.109 -2.160 -1.449
N 2.154 1.267 0.452
H 3.130 1.360 0.238
H 2.237 3.160 1.287
H -0.524 -0.800 -2.328
*
```

=====

Most stable of them? <x>.

=====

<w>
2 unconnected molecules or ions with the total composition C3H10N2O, computed with ωB97M-V/def2-TZVPD.

As for the orbital gap: 9.695 eV. Its SMILES is [H]/N=C/NCC.O. The HOMO energy comes out at -8.93 eV.

The geometry in ORCA input format:
```
! RIJCOSX wB97M-V def2-TZVPD def2/J DEFGRID3
* xyz 0 1
C 0.992 -1.978 -0.351
H 1.750 -1.181 0.115
N -1.189 -1.018 0.321
H 1.539 -2.506 -1.234
H -1.722 1.931 1.463
N -2.182 1.017 1.229
H 0.783 3.292 -0.172
H 2.071 4.071 -0.391
C -0.270 -1.286 -0.811
H 0.718 -2.508 0.480
C -1.126 0.235 0.898
H 0.055 -0.358 -1.356
O 1.690 3.243 -0.373
H -0.056 0.418 1.263
H -2.193 -1.469 0.466
H -0.861 -1.904 -1.547
*
```

=====

<x>
A single C3H10N2O molecule, computed with ωB97M-V/def2-TZVPD.

As for the orbital gap: 9.996 eV. Its SMILES is NC[C@@H](N)CO. The HOMO energy comes out at -9.12 eV.

The geometry in ORCA input format:
```
! RIJCOSX wB97M-V def2-TZVPD def2/J DEFGRID3
* xyz 0 1
C -0.225 -1.008 -0.715
O 0.753 -1.716 -1.486
H -0.995 -0.698 -1.411
H -0.646 -1.705 0.010
N -1.637 1.533 0.270
H 0.135 1.574 1.455
H 2.323 -0.556 -0.063
C 0.448 0.209 -0.077
H 0.652 0.922 -0.869
H 1.584 -0.778 1.324
H 0.631 -2.666 -1.415
C -0.504 0.872 0.921
H -0.903 0.122 1.570
H -1.807 2.454 0.637
N 1.692 -0.091 0.582
H -1.503 1.533 -0.731
*
```

=====

<y>
2 unconnected molecules or ions with the total composition C3H10N2O, computed with ωB97M-V/def2-TZVPD.

As for the orbital gap: 8.856 eV. Its SMILES is N/C=C/N.CO. The HOMO energy comes out at -7.88 eV.

The geometry in ORCA input format:
```
! RIJCOSX wB97M-V def2-TZVPD def2/J DEFGRID3
* xyz 0 1
O 2.121 0.238 1.259
H -0.313 -2.153 1.050
H -0.832 -1.143 2.223
C -1.162 -0.754 -0.952
N -0.396 -1.178 1.311
H 1.291 -0.268 1.250
H 3.019 1.496 -0.072
H 1.656 2.212 0.810
H -2.048 0.917 -1.664
C -1.171 -0.469 0.342
H -0.535 -1.557 -1.325
H -1.450 -0.073 -2.823
H -1.650 0.437 0.693
N -1.913 -0.053 -1.925
H 1.359 1.049 -0.506
C 2.023 1.299 0.329
*
```

=====

<z>
2 unconnected molecules or ions with the total composition C3H10N2O, computed with ωB97M-V/def2-TZVPD.

As for the orbital gap: 8.836 eV. Its SMILES is C=CN.NCO. The HOMO energy comes out at -8.08 eV.

The geometry in ORCA input format:
```
! RIJCOSX wB97M-V def2-TZVPD def2/J DEFGRID3
* xyz 0 1
H 0.362 1.455 0.887
H -0.801 -0.754 1.099
H 0.907 -0.387 -0.936
H 1.760 1.560 2.124
H -1.814 -1.332 -1.783
H -2.291 -1.373 0.999
H 2.552 -0.522 -1.353
H 3.150 0.228 0.806
C 1.344 1.147 1.216
H -1.374 1.020 -0.366
O -1.204 -0.744 -1.324
C -1.881 0.057 -0.344
C 2.152 0.437 0.439
N 1.848 -0.040 -0.828
N -1.782 -0.488 0.992
H -2.924 0.221 -0.613
*
```

=====

Most stable of them? <x>.

=====

<w>
2 unconnected molecules or ions with the total composition C3H10N2O, computed with ωB97M-V/def2-TZVPD.

As for the orbital gap: 9.581 eV. Its SMILES is CC(N)=O.CN. The HOMO energy comes out at -8.73 eV.

The geometry in ORCA input format:
```
! RIJCOSX wB97M-V def2-TZVPD def2/J DEFGRID3
* xyz 0 1
N 1.223 0.568 -1.543
N -1.228 0.350 -0.233
H 1.659 0.269 1.063
H 1.644 1.388 -1.132
C 1.400 -0.657 0.543
H 0.824 -1.306 1.202
H -2.624 0.738 1.306
H -1.208 -0.630 -0.868
O 0.017 -1.365 -1.335
H -1.726 -0.787 1.449
C 0.620 -0.386 -0.724
H -1.143 1.317 -0.535
C -1.651 0.262 1.159
H -0.926 0.738 1.826
H 0.799 0.678 -2.453
H 2.321 -1.176 0.274
*
```

=====

<x>
2 unconnected molecules or ions with the total composition C3H10N2O, computed with ωB97M-V/def2-TZVPD.

As for the orbital gap: 10.544 eV. Its SMILES is CC=O.NCN. The HOMO energy comes out at -9.64 eV.

The geometry in ORCA input format:
```
! RIJCOSX wB97M-V def2-TZVPD def2/J DEFGRID3
* xyz 0 1
H -1.163 3.539 -0.472
C 0.126 -3.057 -0.789
H 0.998 3.142 -0.744
H -0.689 -3.168 -1.582
N 1.107 2.621 0.010
C -0.070 2.285 0.601
O -0.390 -4.622 0.954
N -0.870 3.478 0.594
C 0.204 -4.392 -0.089
H -1.776 3.335 0.851
H 1.666 3.238 0.641
H 0.947 -5.069 -0.439
H 1.005 -2.574 -1.232
H -0.176 2.126 1.690
H -0.319 -2.394 0.008
H -0.598 1.512 -0.002
*
```

=====

<y>
A single C3H10N2O molecule, computed with ωB97M-V/def2-TZVPD.

As for the orbital gap: 10.141 eV. Its SMILES is NCNCCO. The HOMO energy comes out at -9.22 eV.

The geometry in ORCA input format:
```
! RIJCOSX wB97M-V def2-TZVPD def2/J DEFGRID3
* xyz 0 1
O -1.532 1.578 0.557
H -0.849 1.164 1.110
H 2.287 -0.699 -1.450
H 1.964 -1.995 -0.511
H -1.046 -1.302 -0.957
H -0.022 0.059 -1.438
N 0.155 -0.475 0.577
H -0.002 -1.361 1.038
H 1.672 0.828 0.100
H -2.722 0.015 -0.053
C 1.565 -0.207 0.435
C -0.644 -0.339 -0.642
H 2.042 -0.317 1.406
H -2.131 1.083 -1.313
C -1.844 0.586 -0.390
N 2.320 -1.047 -0.501
*
```

=====

Most stable of them? <y>.

=====

<w>
A single C3H10N2O molecule, computed with ωB97M-V/def2-TZVPD.

As for the orbital gap: 10.441 eV. Its SMILES is CCN(C)ON. The HOMO energy comes out at -9.33 eV.

The geometry in ORCA input format:
```
! RIJCOSX wB97M-V def2-TZVPD def2/J DEFGRID3
* xyz 0 1
H 1.383 -1.250 1.311
H 1.718 0.879 -0.410
H -1.291 -1.903 0.444
H 1.029 -2.100 -0.443
C -0.591 1.882 0.059
C 1.523 -1.222 0.178
H -0.118 2.524 0.879
N -1.995 -1.258 0.124
N -0.217 0.410 0.183
H -2.289 -0.859 1.014
H 0.645 -0.071 -1.489
H -1.762 2.101 0.198
O -1.320 -0.193 -0.571
C 1.020 0.088 -0.506
H 2.529 -1.401 -0.152
H -0.263 2.371 -0.819
*
```

=====

<x>
A single C3H10N2O molecule, computed with ωB97M-V/def2-TZVPD.

As for the orbital gap: 9.335 eV. Its SMILES is NCCNCO. The HOMO energy comes out at -8.45 eV.

The geometry in ORCA input format:
```
! RIJCOSX wB97M-V def2-TZVPD def2/J DEFGRID3
* xyz 0 1
C -1.634 0.626 -0.819
C 1.787 -0.028 0.985
N 0.905 0.392 0.030
H -2.716 -0.908 -1.257
H 1.892 0.702 1.785
H -2.662 0.669 -0.405
N -1.817 -0.774 -1.481
H 1.466 -0.957 1.511
H 1.056 0.372 -0.991
O 3.160 -0.306 0.577
C -0.517 0.578 0.409
H -1.281 -1.592 -0.886
H -1.507 1.375 -1.641
H -0.532 1.505 0.995
H -0.861 -0.417 1.018
H 3.264 -1.237 0.171
*
```

=====

Most stable of them? <x>.

=====

<w>
2 unconnected molecules or ions with the total composition C3H4N2S, computed with ωB97M-V/def2-TZVPD.

As for the orbital gap (alpha / beta): 7.777 / 7.779 eV. The HOMO energy (alpha / beta) comes out at -8.94 / -8.94 eV.

The geometry in ORCA input format:
```
! RIJCOSX wB97M-V def2-TZVPD def2/J DEFGRID3
* xyz 0 1
H -0.161 2.397 0.107
H -0.291 -1.199 1.357
C -1.115 -0.103 -0.165
H 0.791 -0.897 0.002
S -2.587 0.206 -0.606
H -0.302 -2.205 -0.086
N 0.322 1.514 0.238
C -0.270 -1.180 0.342
C 1.387 0.982 -0.270
N 2.227 0.485 -0.919
*
```

=====

<x>
A single C3H4N2S molecule, computed with ωB97M-V/def2-TZVPD.

As for the orbital gap: 10.137 eV. Its SMILES is N#CC/C=N\S. The HOMO energy comes out at -9.54 eV.

The geometry in ORCA input format:
```
! RIJCOSX wB97M-V def2-TZVPD def2/J DEFGRID3
* xyz 0 1
C -2.133 -0.369 -0.024
C 0.088 0.803 0.026
N -3.259 -0.108 -0.002
N 1.383 0.895 -0.027
H -0.335 -0.966 0.902
H -0.481 1.816 -0.006
S 2.292 -0.523 0.005
H -0.407 -1.198 -0.776
C -0.655 -0.481 -0.002
H 3.508 0.132 -0.097
*
```

=====

Most stable of them? <x>.

=====

<w>
2 unconnected molecules or ions with the total composition C3H4N2S, computed with ωB97M-V/def2-TZVPD.

As for the orbital gap: 9.476 eV. Its SMILES is C=C=N.N=C=S. The HOMO energy comes out at -8.75 eV.

The geometry in ORCA input format:
```
! RIJCOSX wB97M-V def2-TZVPD def2/J DEFGRID3
* xyz 0 1
H 0.470 2.060 0.082
S 3.263 0.706 -0.193
N -0.055 1.314 -0.366
H -3.138 0.004 -0.544
H 0.902 -2.056 0.403
C 2.298 -0.479 -0.079
N 1.483 -1.243 0.304
C -2.195 -0.070 -0.066
C -1.107 0.762 -0.031
H -1.921 -0.997 0.489
*
```

=====

<x>
A single C3H4N2S molecule, computed with ωB97M-V/def2-TZVPD.

As for the orbital gap: 8.838 eV. Its SMILES is S=C1CC=NN1. The HOMO energy comes out at -8.65 eV.

The geometry in ORCA input format:
```
! RIJCOSX wB97M-V def2-TZVPD def2/J DEFGRID3
* xyz 0 1
H -0.604 1.959 -0.784
H -0.033 -2.008 -0.066
H -0.460 1.834 0.898
H -2.854 0.898 -0.074
C -1.887 0.465 -0.037
C 0.401 0.031 0.019
S 2.031 0.017 -0.020
C -0.640 1.208 0.031
N -0.439 -1.051 0.051
N -1.816 -0.832 -0.014
*
```

=====

Most stable of them? <x>.